This record from the OMol25 dataset describes one molecule with the formula C4H3N5O at a distorted geometry. The level of theory is ωB97M-V/def2-TZVPD.

Cartesian coordinates (Å):
C 1.7092 0.2493 -1.7448
C 1.0512 -0.5515 0.0757
C -1.5073 -0.8915 1.6167
C -1.0340 0.9439 0.1430
N 2.0351 -0.6304 -0.7978
N 0.5260 0.8693 -1.5632
N 0.6729 -1.4231 0.9092
N -0.4206 -1.4265 1.5870
N 0.1282 0.5484 -0.3440
O -2.5852 -0.7739 2.0135
H 2.3286 0.3446 -2.5821
H -1.6668 1.4656 -0.4505
H -1.2375 1.2757 1.1372

- orbital gap (alpha / beta) (eV) = 7.0 / 7.0
- maximum force (eV/Å) = 3.3
- net charge = 0
- spin multiplicity = 1
- energy relative to the best compared isomer or geometry (same formula, charge and spin) (eV) = 3.861
- calculated total energy (hartree) = -503.080979

This record from the OMol25 dataset describes a 2-piece molecular cluster, C3H7OP overall at a distorted geometry. The level of theory is ωB97M-V/def2-TZVPD.

Cartesian coordinates (Å):
O 1.2867 -1.3930 -0.8775
C 1.9214 -0.3951 -0.9965
P 2.6928 0.4958 0.4660
H 2.1088 0.1863 -1.8412
H 2.2136 1.7761 0.0724
H 1.4915 0.1305 1.1574
C -1.3795 0.4677 0.5728
C -0.7406 0.9442 1.6214
H -2.1484 -0.2002 0.6974
H -0.9697 0.3291 -0.4181
H -1.0489 0.6093 2.5686
H 0.1373 1.4925 1.5267

- orbital gap (eV) = 10.1
- maximum force (eV/Å) = 2.7
- net charge = 0
- spin multiplicity = 1
- energy relative to the best compared isomer or geometry (same formula, charge and spin) (eV) = 2.399
- calculated total energy (hartree) = -534.990040

This record from the OMol25 dataset describes a 3-piece molecular cluster, C4H10O3 overall at a distorted geometry. The level of theory is ωB97M-V/def2-TZVPD.

Cartesian coordinates (Å):
C -0.4465 -0.7355 2.7423
C -0.6377 0.2348 1.8520
C 0.3666 0.6643 0.8591
C 0.0714 1.7796 0.0647
O 1.4965 -0.0730 0.8929
H 0.2544 -1.4291 2.6035
H -1.0905 -0.7374 3.6105
H -1.6558 0.6156 1.5295
H 0.7397 2.3717 -0.5130
H -1.1099 2.0698 0.0676
H 1.6595 -0.3404 -0.0403
O -1.2621 -0.5322 -2.7038
H -1.6788 -0.2703 -1.8509
H -1.8551 -0.0965 -3.2974
O 1.9428 -1.3264 -1.6338
H 0.9749 -1.3619 -1.7277
H 2.2306 -0.8331 -2.4552

- orbital gap (eV) = 8.8
- maximum force (eV/Å) = 4.3
- net charge = 0
- spin multiplicity = 1
- energy relative to the best compared isomer or geometry (same formula, charge and spin) (eV) = 3.105
- calculated total energy (hartree) = -384.035522

This record from the OMol25 dataset describes a 6-piece molecular cluster, C28H67BrO7Si overall at a distorted geometry. The level of theory is ωB97M-V/def2-TZVPD.

Cartesian coordinates (Å):
C 5.9997 -1.2395 -2.1344
C 5.5021 -0.0034 -1.3727
C 4.2214 0.5958 -1.9796
Br 3.9985 2.3953 -1.1767
Si 4.2581 0.8134 -3.8806
C 2.9211 -0.2228 -4.7440
C 2.8966 -1.6753 -4.2264
C 1.5417 -2.3568 -4.5133
C 0.5821 -1.9481 -3.3946
C -0.8601 -2.4373 -3.5701
C -1.9322 -1.3619 -3.3327
C -1.7047 -0.4873 -2.1029
C -2.3486 0.9030 -2.2267
O -2.1543 1.4904 -3.5273
C -0.8623 1.6200 -3.8854
C 0.1487 2.2604 -2.9463
O -0.5035 1.2317 -4.9174
H 6.6091 -0.9761 -2.9896
H 5.1391 -1.8015 -2.4942
H 6.5547 -1.8673 -1.4514
H 5.2554 -0.3442 -0.3706
H 6.2895 0.7281 -1.2553
H 3.3918 -0.0082 -1.6360
H 5.5957 0.5450 -4.4498
H 3.9608 2.2347 -4.1660
H 3.1040 -0.2378 -5.8138
H 1.9837 0.2764 -4.5163
H 2.9627 -1.6162 -3.1406
H 3.7489 -2.2560 -4.5685
H 1.7179 -3.4282 -4.4338
H 1.1907 -2.0504 -5.4939
H 0.9746 -2.3661 -2.4678
H 0.6377 -0.8683 -3.3087
H -1.0361 -3.3243 -2.9703
H -0.9677 -2.7736 -4.5999
H -2.0662 -0.8007 -4.2500
H -2.8726 -1.8849 -3.1642
H -2.1421 -0.9413 -1.2224
H -0.6594 -0.3166 -1.8595
H -1.8737 1.5707 -1.5121
H -3.3931 0.8271 -1.9590
H -0.3538 2.8878 -2.2144
H 0.6256 1.4505 -2.4029
H 0.8701 2.7962 -3.5390
C -4.4507 0.4967 2.6919
C -3.2192 -0.1161 2.0451
C -2.0032 -0.0012 2.9507
O -2.9543 0.5292 0.7968
H -4.2961 1.5625 2.8843
H -5.3136 0.4133 2.0291
H -4.6869 0.0033 3.6361
H -3.4092 -1.1663 1.8185
H -1.7708 1.0485 3.1511
H -1.1264 -0.4393 2.4716
H -2.1700 -0.5070 3.9026
H -2.7833 1.4617 0.9775
C 10.8861 0.2512 0.6178
C 9.9338 -0.1586 -0.4952
C 10.4485 0.2848 -1.8562
O 8.6428 0.4038 -0.2597
H 10.9897 1.3393 0.6538
H 10.5012 -0.0678 1.5871
H 11.8752 -0.1865 0.4741
H 9.8064 -1.2420 -0.4872
H 10.5384 1.3739 -1.8971
H 9.7529 -0.0108 -2.6429
H 11.4249 -0.1518 -2.0721
H 8.7332 1.3646 -0.2624
C -9.0060 -0.4736 4.6006
C -7.5912 -0.8568 4.1990
C -7.5776 -1.6448 2.8966
O -6.9945 -1.6309 5.2349
H -9.6062 -1.3675 4.7605
H -9.0018 0.0812 5.5396
H -9.4886 0.1406 3.8367
H -6.9843 0.0425 4.0863
H -8.1439 -2.5742 3.0041
H -6.5568 -1.9208 2.6274
H -8.0098 -1.0666 2.0771
H -7.5300 -2.4296 5.3458
C 5.9098 7.1731 -1.6573
C 5.7513 6.8935 -0.1702
C 6.5252 5.6515 0.2441
O 4.3694 6.7305 0.1456
H 5.5198 6.3396 -2.2484
H 5.3450 8.0618 -1.9413
H 6.9574 7.3259 -1.9227
H 6.1025 7.7526 0.4030
H 6.1531 4.7716 -0.2880
H 6.3979 5.4584 1.3102
H 7.5911 5.7597 0.0342
H 4.0405 5.9730 -0.3539
C -10.1172 -5.7689 5.4517
C -10.0834 -4.4802 6.2582
C -11.4820 -4.0412 6.6611
O -9.4554 -3.4459 5.4936
H -10.6886 -5.6308 4.5294
H -9.1083 -6.0671 5.1638
H -10.5710 -6.5802 6.0221
H -9.4723 -4.6221 7.1499
H -12.0952 -3.8495 5.7760
H -11.4421 -3.1130 7.2325
H -11.9756 -4.8025 7.2663
H -9.9825 -3.3069 4.6970

- orbital gap (eV) = 10.1
- maximum force (eV/Å) = 4.3
- net charge = 0
- spin multiplicity = 1
- calculated total energy (hartree) = -4497.195134

This record from the OMol25 dataset describes one molecule with the formula C3H6O4S2 at a distorted geometry. The level of theory is ωB97M-V/def2-TZVPD.

Cartesian coordinates (Å):
C 1.5124 0.1139 0.0187
C 1.9132 1.4954 -0.2831
C -1.6376 -1.2727 0.9031
O 0.1587 -1.8359 -1.1817
O -1.1704 1.3467 0.3450
O -2.5975 0.1069 -1.1818
O 1.8958 -0.6464 0.8602
S 0.2408 -0.3820 -1.3467
S -1.4846 0.1031 -0.2390
H 2.8278 1.7792 0.1181
H 1.9513 1.7898 -1.3991
H 1.1384 2.1446 0.1339
H -2.5662 -1.6125 0.7257
H -0.8956 -1.9676 0.5973
H -1.2865 -1.1626 1.9294

- orbital gap (eV) = 9.2
- maximum force (eV/Å) = 3.6
- net charge = 0
- spin multiplicity = 1
- energy relative to the best compared isomer or geometry (same formula, charge and spin) (eV) = 0.776
- calculated total energy (hartree) = -1215.145336

This record from the OMol25 dataset describes Ca5O24P6Zn3 as an isolated structure at a distorted geometry. The level of theory is ωB97M-V/def2-TZVPD.

Cartesian coordinates (Å):
Ca -2.3031 0.2905 0.8366
Ca -1.1052 -3.2177 0.8018
Ca 2.4567 2.2198 1.7636
Ca 2.7624 -1.4974 3.1823
Ca 3.5092 -1.4133 -0.4980
Zn -0.7698 0.3772 4.0987
Zn -0.0122 -0.8375 -2.0944
Zn -0.1422 2.3893 -0.8800
P 0.5331 -0.7353 0.5519
O 0.2374 -1.9321 -0.3647
O -0.6187 -1.0025 1.5665
O -0.0228 0.4550 -0.2995
O 1.9336 -0.4581 1.1848
P -3.0097 -2.0472 -1.2114
O -3.1202 -1.8081 0.3719
O -2.4945 -3.5585 -1.0219
O -1.9610 -1.0681 -1.7726
O -4.2814 -2.0796 -1.9957
P -1.0560 1.7301 -3.4595
O -2.1982 0.9314 -4.0771
O -1.5047 2.4789 -2.1662
O -0.8868 2.7126 -4.5947
O 0.1995 0.9591 -3.0546
P 1.9557 0.7468 4.4933
O 0.9756 -0.3414 3.8961
O 2.0611 0.9724 5.9464
O 1.5135 2.1300 3.9481
O 3.3524 0.5275 3.8462
P 1.8473 -2.1157 -3.4542
O 1.8260 -3.6115 -3.1950
O 2.6580 -1.6945 -4.6487
O 2.1509 -1.2983 -2.1624
O 0.3640 -1.7538 -3.7695
P -1.0750 2.7434 1.6967
O -1.0194 4.1187 2.2549
O 0.4061 2.5343 1.0794
O -1.8951 2.5591 0.4290
O -1.2665 1.5942 2.7717

- orbital gap (eV) = 2.6
- maximum force (eV/Å) = 6.8
- net charge = -2
- spin multiplicity = 1
- calculated total energy (hartree) = -12581.131786

This record from the OMol25 dataset describes a 2-piece molecular cluster, C3H10O2 overall at a distorted geometry. The level of theory is ωB97M-V/def2-TZVPD.

Cartesian coordinates (Å):
C 2.1055 0.0871 -0.6849
C 0.7891 -0.2584 -0.0065
O 1.1446 -0.3191 1.4362
H 2.5621 0.8835 -0.1199
H 2.0477 0.4319 -1.7861
H 2.7596 -0.7866 -0.7005
H 0.1612 0.6143 -0.2121
H 0.2604 -1.1527 -0.4140
H 2.0384 -0.5807 1.4949
C -2.2501 0.4572 0.3795
O -2.1175 -0.1892 -0.8398
H -1.6382 0.0774 1.1525
H -3.3302 0.2797 0.7559
H -2.0937 1.5776 0.3024
H -2.4390 -1.1220 -0.7575

- orbital gap (eV) = 11.1
- maximum force (eV/Å) = 3.5
- net charge = 0
- spin multiplicity = 1
- energy relative to the best compared isomer or geometry (same formula, charge and spin) (eV) = 1.370
- calculated total energy (hartree) = -270.721469

This record from the OMol25 dataset describes a 7-piece molecular cluster, C11H6Cl24N3O2 overall at a distorted geometry. The level of theory is ωB97M-V/def2-TZVPD.

Cartesian coordinates (Å):
O -0.1300 -3.6648 -0.1722
N -0.1578 -2.7171 -0.8378
O 0.4548 -1.6107 -0.1764
C -0.4454 -0.4963 -0.0140
C -1.8840 -0.8966 -0.2879
C -2.6185 -1.4942 0.7144
C -3.9210 -1.8626 0.3799
N -4.3322 -1.6126 -0.8528
N -3.6830 -1.0289 -1.8285
C -2.4468 -0.6766 -1.5608
H -0.3481 -0.1818 1.0247
H -0.1415 0.3454 -0.6381
H -2.2153 -1.6912 1.6968
H -4.5726 -2.3633 1.0805
H -5.2798 -1.8961 -1.0853
H -1.8464 -0.2096 -2.3626
C 3.1034 0.1753 1.9884
Cl 4.4016 0.6037 3.0963
Cl 3.4774 -1.3487 1.1902
Cl 1.5865 0.0143 2.8928
Cl 2.9121 1.4532 0.7750
C -3.0266 -3.3238 -4.7647
Cl -2.5246 -4.5395 -5.9313
Cl -2.2079 -3.6233 -3.2235
Cl -2.6005 -1.7136 -5.3616
Cl -4.7796 -3.4169 -4.5278
C 5.5576 -4.4867 -0.9322
Cl 6.8057 -5.0738 0.1644
Cl 4.1025 -4.0827 -0.0019
Cl 6.1317 -3.0409 -1.7671
Cl 5.1660 -5.7380 -2.1128
C 0.6020 2.5496 5.7869
Cl 1.7275 2.0151 7.0324
Cl 1.4938 2.9063 4.3041
Cl -0.5787 1.2609 5.4672
Cl -0.2534 3.9889 6.3419
C 2.8828 7.1676 3.8374
Cl 1.8755 8.5959 3.5833
Cl 1.9274 5.8965 4.6114
Cl 3.4758 6.5801 2.2768
Cl 4.2530 7.5860 4.8670
C -2.3875 2.3416 -4.9443
Cl -1.4798 3.6952 -4.2786
Cl -1.4825 1.5991 -6.2613
Cl -2.6404 1.1212 -3.6618
Cl -3.9531 2.8943 -5.5265

- orbital gap (eV) = 7.3
- maximum force (eV/Å) = 1.4
- net charge = +1
- spin multiplicity = 1
- calculated total energy (hartree) = -11781.627391

This record from the OMol25 dataset describes one molecule with the formula C2H4FPS at a distorted geometry. The level of theory is ωB97M-V/def2-TZVPD.

Cartesian coordinates (Å):
C -1.7331 -1.0021 0.4768
C 1.4644 0.8323 -0.3091
F -0.7288 -1.8351 0.3992
P -0.1293 0.9826 0.6328
S -1.6360 0.2896 -0.7248
H 1.9481 1.6348 -0.9375
H 1.4040 -0.1953 -0.8107
H 2.2093 0.5908 0.4766
H -2.7987 -1.2977 0.7969

- orbital gap (alpha / beta) (eV) = 7.9 / 7.5
- maximum force (eV/Å) = 3.4
- net charge = 0
- spin multiplicity = 1
- energy relative to the best compared isomer or geometry (same formula, charge and spin) (eV) = 1.710
- calculated total energy (hartree) = -917.896997

This record from the OMol25 dataset describes a 4-piece molecular cluster, C21H29BN4O overall. The level of theory is ωB97M-V/def2-TZVPD.

Cartesian coordinates (Å):
O -4.2368 -1.8717 -0.9584
C -3.1176 -1.1310 -1.4422
C -2.0144 -1.9998 -2.0605
C -0.7121 -1.9787 -1.2558
C -0.8504 -2.6986 0.1046
B 0.5070 -2.7557 0.8800
C 0.9931 -1.5280 1.7161
C 1.3015 -0.2915 1.1278
C 1.7194 0.7682 1.9194
C 1.7978 0.5803 3.2922
N 1.5030 -0.5773 3.8816
C 1.1257 -1.5910 3.1093
H -3.9876 -2.2902 -0.1280
H -2.7034 -0.5173 -0.6301
H -3.5246 -0.4450 -2.1875
H -1.7939 -1.6372 -3.0699
H -2.3964 -3.0219 -2.1369
H 0.0979 -2.4209 -1.8450
H -0.4390 -0.9288 -1.0874
H -1.2640 -3.6970 -0.0680
H -1.5658 -2.1398 0.7264
H 1.1989 -3.7293 0.8071
H 1.2177 -0.1432 0.0548
H 1.9645 1.7249 1.4749
H 2.1056 1.3978 3.9371
H 0.9199 -2.5245 3.6293
C 3.7526 -3.7434 -2.9677
C 3.5332 -2.4650 -3.5509
C 3.0472 -1.6461 -2.5674
N 2.9651 -2.3810 -1.4157
C 3.3925 -3.6590 -1.6495
H 4.1316 -4.6228 -3.4606
H 3.7128 -2.1810 -4.5741
H 2.7555 -0.6098 -2.5894
H 2.6515 -2.0297 -0.5286
H 3.4020 -4.3939 -0.8634
C 1.6387 3.2236 6.1587
C 0.3404 2.8072 5.7538
C -0.4092 3.9369 5.5645
N 0.3853 5.0170 5.8381
C 1.6340 4.5924 6.2003
H 2.4765 2.5892 6.3964
H 0.0010 1.7935 5.6186
H -1.4337 4.0627 5.2597
H 0.0948 5.9753 5.7849
H 2.4076 5.2948 6.4583
C -2.0664 1.7512 -3.8143
C -3.2790 2.3397 -3.3611
C -3.8448 2.9786 -4.4314
N -3.0218 2.7988 -5.5090
C -1.9361 2.0523 -5.1436
H -1.3705 1.1711 -3.2305
H -3.6885 2.2967 -2.3657
H -4.7587 3.5406 -4.5166
H -3.1898 3.1599 -6.4294
H -1.1698 1.7975 -5.8550

- orbital gap (eV) = 8.5
- maximum force (eV/Å) = 0.3
- net charge = 0
- spin multiplicity = 1
- calculated total energy (hartree) = -1136.656692

This record from the OMol25 dataset describes a 2-piece molecular cluster, C11H18BrP overall at a distorted geometry. The level of theory is ωB97M-V/def2-TZVPD.

Cartesian coordinates (Å):
C 0.8317 -2.9269 0.4656
C -0.0478 -1.8359 -0.0183
C 0.0332 -1.4004 -1.4617
P 0.1287 -0.3905 1.2340
C 1.5438 0.5823 0.5684
C 0.1456 1.1646 0.2865
C -0.1397 2.5054 0.9091
H 1.8695 -2.5332 0.4838
H 0.6439 -3.1977 1.5569
H 0.6315 -3.8514 -0.1289
H -1.0825 -2.2132 0.0650
H -0.5304 -0.4892 -1.5473
H -0.3013 -2.1216 -2.1412
H 0.9881 -1.2378 -1.7210
H 2.1301 0.1083 -0.2857
H 2.0971 1.2241 1.2427
H -0.3538 1.0973 -0.6947
H 0.7471 3.2442 0.8360
H -0.2993 2.2128 2.0232
H -1.0596 2.9128 0.3695
Br -5.3468 -0.4429 0.2552
C -3.5983 0.3713 -0.0140
C -3.2382 0.6457 -1.4068
C -3.2408 1.9953 -1.5689
C -3.3853 2.6220 -0.3215
C -3.6391 1.7572 0.6859
H -2.9142 -0.4033 0.5367
H -3.1778 -0.1311 -2.2343
H -2.9377 2.4341 -2.4762
H -3.3704 3.6777 -0.1493
H -3.7077 1.9540 1.8281

- orbital gap (eV) = 8.7
- maximum force (eV/Å) = 3.9
- net charge = 0
- spin multiplicity = 1
- calculated total energy (hartree) = -3345.173683